71
Properties=species:S:1:pos:R:3:forces:R:3:mulliken_charge:R:1 method="wB97M-V/def2-TZVPD" spin_multiplicity=1 total_energy_ev=-84415.3085 relative_energy_kcal_mol=0.5 homo_lumo_gap_ev=7.22 fmax_ev_per_a=0.20 molar_mass_g_mol=826.53
Ta 0.3479 0.0083 0.0241 -0.07 0.12 -0.06 1.118
O -3.5392 -0.0456 -4.1414 0.01 0.01 0.01 -0.658
C -3.5073 1.2141 -3.6781 0.01 -0.02 0.01 0.405
C -4.3808 2.1357 -4.2557 -0.01 0.01 0.00 -0.728
C -4.4001 3.4447 -3.8213 -0.01 -0.01 -0.01 -0.346
C -3.5510 3.8722 -2.8018 0.02 0.00 0.02 -1.044
C -2.6851 2.9677 -2.2246 -0.02 0.02 -0.01 -0.249
C -2.6495 1.6344 -2.6463 0.01 -0.02 -0.02 -0.011
C -1.7297 0.7060 -1.9820 0.01 -0.11 -0.01 1.203
O -1.0087 1.1655 -0.9941 0.06 -0.04 0.09 -0.235
N -1.6634 -0.5353 -2.3531 -0.02 0.08 0.02 -1.431
N -0.7338 -1.2302 -1.5843 -0.02 0.03 0.01 0.862
C -0.6035 -2.4604 -1.9191 -0.02 -0.02 -0.03 -0.146
C 0.2997 -3.4020 -1.3072 0.00 0.05 0.03 0.905
C 0.3596 -4.7118 -1.7916 0.01 -0.04 0.00 -0.941
C 1.2203 -5.6319 -1.2302 0.01 0.03 0.01 -0.721
C 2.0351 -5.2422 -0.1670 -0.03 0.00 -0.03 -0.547
C 1.9892 -3.9530 0.3288 0.02 0.01 0.03 -0.709
C 1.1203 -3.0252 -0.2389 -0.04 0.00 -0.03 -0.053
O 1.0917 -1.7839 0.2380 0.05 -0.04 0.01 -0.080
H -2.8646 -0.5674 -3.6517 -0.01 0.00 0.00 0.569
H -5.0325 1.7922 -5.0477 0.00 0.00 0.00 0.449
H -5.0833 4.1465 -4.2828 0.00 0.00 0.00 0.386
H -3.5665 4.9010 -2.4696 0.00 0.00 0.00 0.441
H -2.0138 3.2708 -1.4320 0.00 0.00 0.00 0.491
H -1.2255 -2.8158 -2.7375 0.01 0.00 0.00 0.277
H -0.2802 -4.9946 -2.6193 0.00 0.01 0.00 0.427
H 1.2636 -6.6428 -1.6103 0.00 0.00 0.00 0.406
H 2.7136 -5.9581 0.2787 0.00 0.00 0.00 0.420
H 2.6139 -3.6347 1.1530 0.00 -0.01 0.00 0.517
C 2.6648 3.1016 2.1412 0.03 0.02 -0.03 -0.852
N 1.8831 2.3186 3.0806 -0.03 0.03 0.00 0.332
C 2.3145 1.9205 4.3191 0.00 -0.02 0.02 -0.409
C 1.3068 1.2058 4.8670 0.03 0.01 0.04 -0.816
N 0.2659 1.1620 3.9703 -0.04 0.01 -0.06 0.405
B -1.0394 0.3431 4.3585 0.01 0.00 0.04 0.204
N -2.2028 0.6530 3.3790 0.03 -0.03 -0.05 -0.004
C -3.1591 1.6166 3.5875 -0.02 0.03 0.01 -0.495
C -3.9771 1.6426 2.5123 0.00 0.01 0.04 -0.531
N -3.5127 0.6797 1.6432 0.00 0.01 -0.03 0.359
C -4.1119 0.3750 0.3568 -0.03 -0.02 -0.02 -1.038
C -2.4229 0.1012 2.1807 -0.02 -0.01 0.03 0.196
S -1.4773 -1.1481 1.4466 0.06 0.03 -0.04 -0.627
C 0.6385 1.8365 2.8801 0.02 0.01 -0.04 0.033
S -0.2562 2.0857 1.4054 0.02 -0.04 0.01 -0.483
H 3.7105 2.8232 2.2506 0.00 -0.01 -0.01 0.367
H 2.5414 4.1669 2.3346 0.00 0.00 0.01 0.280
H 2.3370 2.8761 1.1313 -0.01 0.01 0.01 0.260
H 3.2969 2.1613 4.6821 0.00 0.00 0.01 0.468
H 1.2383 0.7141 5.8204 -0.01 0.00 0.00 0.499
H -1.3755 0.7317 5.4506 0.01 0.00 0.00 -0.185
H -0.7696 -0.8245 4.3359 -0.01 -0.02 -0.01 -0.084
H -3.1739 2.1943 4.4936 0.00 0.00 0.00 0.490
H -4.8431 2.2384 2.2871 0.00 0.00 0.00 0.483
H -4.0209 1.2304 -0.3111 0.00 0.00 0.01 0.348
H -5.1635 0.1267 0.4920 0.01 0.01 0.02 0.414
H -3.5954 -0.4788 -0.0723 0.02 0.00 -0.02 0.251
O 3.9030 -0.2474 1.9415 -0.01 0.04 0.05 -0.650
C 3.2549 -0.1260 0.9293 0.16 -0.04 -0.11 0.363
O 2.0442 0.4111 0.9518 -0.19 -0.05 -0.03 -0.019
C 3.7968 -0.5210 -0.4134 -0.07 0.03 -0.01 -0.055
C 5.0069 -1.2163 -0.3857 0.02 -0.02 0.02 -0.667
C 5.6352 -1.6253 -1.5442 -0.03 0.02 -0.03 -0.683
C 5.0529 -1.3231 -2.7702 0.02 -0.01 0.05 -0.516
C 3.8581 -0.6323 -2.8159 -0.02 0.00 -0.04 -0.899
C 3.2028 -0.2234 -1.6496 0.00 0.02 0.02 1.231
S 1.6806 0.6525 -1.9269 0.05 -0.06 0.10 -0.718
H 5.4359 -1.4226 0.5853 0.01 0.00 0.00 0.494
H 6.5685 -2.1701 -1.4968 0.00 0.00 0.00 0.412
H 5.5271 -1.6308 -3.6935 0.00 0.00 0.00 0.393
H 3.4003 -0.4029 -3.7696 0.00 0.00 0.00 0.467